DFT (ωB97M-V/def2-TZVPD) results for the ion C36H55N2O3S2 with charge -1.

Properties
Kohn-Sham gap, Ha: 0.226
Largest force on an atom, eV/A: 1.10
Lowest unoccupied orbital energy, eV: 1.453
HOMO, eV: -4.71
Net charge: -1

Positions of all 98 atoms, in Å:
C  -6.91402  6.00313  2.65710
C  -6.62811  4.79069  1.74606
C  -5.14784  4.41129  1.67980
C  -4.85871  2.92205  1.40903
C  -5.88593  2.23910  0.48194
N  -3.46028  2.74466  0.99951
C  -2.78993  1.62097  1.61834
C  -1.47832  1.98441  2.34055
C  -0.49410  0.82434  2.31570
C  0.88653  1.14028  2.87866
C  1.94288  0.09588  2.45815
C  2.64540  -0.63150  3.61730
C  3.03126  -2.09039  3.30343
C  4.52441  -2.32303  3.06546
C  5.06994  -1.47518  1.91847
C  6.58003  -1.57205  1.69583
C  7.13641  -2.98920  1.59892
C  6.78367  -3.68760  0.28744
O  7.95369  -3.83139  -0.50356
C  7.68108  -3.90119  -1.88048
C  -3.18782  2.84964  -0.43005
C  -1.67865  2.88449  -0.70335
C  -1.36044  2.81631  -2.19687
C  -1.74949  1.45698  -2.79720
S  -0.28247  0.80403  -3.65958
C  -1.00542  -0.60002  -4.48461
S  -2.07369  -0.42512  -5.68298
N  -0.62353  -1.90477  -4.04235
C  -1.54142  -2.57121  -3.16871
C  -1.19438  -3.84246  -2.70539
C  -2.04978  -4.54879  -1.88296
C  -3.27345  -4.01101  -1.50654
C  -3.61978  -2.75124  -1.96941
C  -2.76798  -2.03502  -2.79555
C  0.76373  -1.97578  -3.64534
C  1.18040  -1.89790  -2.32184
C  2.52823  -1.91864  -2.02487
C  3.47105  -2.00579  -3.04016
C  3.05542  -2.08153  -4.35845
C  1.70034  -2.07000  -4.65850
C  -3.77811  4.14331  -1.09567
O  -4.68759  3.93908  -1.92344
O  -3.25376  5.21885  -0.74066
H  -6.08806  6.18976  3.34371
H  -7.80041  5.82882  3.27107
H  -7.09655  6.91164  2.08541
H  -7.21452  3.94731  2.11642
H  -6.98555  5.03907  0.74729
H  -4.70877  4.63280  2.65868
H  -4.60777  5.01991  0.95922
H  -4.96788  2.42391  2.37659
H  -5.45561  1.33944  0.04172
H  -6.75047  1.92677  1.07030
H  -6.22071  2.89998  -0.31411
H  -3.45366  1.11987  2.32626
H  -2.53906  0.85793  0.86470
H  -1.04993  2.84103  1.82468
H  -1.70711  2.25449  3.37472
H  -0.91938  -0.04253  2.83461
H  -0.36553  0.51388  1.27185
H  0.84516  1.17590  3.96896
H  1.18243  2.12540  2.51555
H  2.69158  0.57400  1.82482
H  1.45481  -0.66402  1.84270
H  3.55143  -0.08717  3.89201
H  1.97347  -0.62370  4.47643
H  2.48385  -2.43991  2.42409
H  2.71871  -2.72608  4.13492
H  5.08524  -2.13980  3.98585
H  4.64727  -3.37519  2.79531
H  4.81873  -0.42611  2.08585
H  4.53899  -1.76427  1.00359
H  6.83066  -1.04097  0.77347
H  7.09070  -1.04987  2.50968
H  8.22513  -2.94185  1.64868
H  6.81181  -3.60195  2.43908
H  6.33874  -4.67332  0.46574
H  6.04212  -3.10394  -0.27359
H  8.62328  -4.06544  -2.40042
H  7.00672  -4.72954  -2.12251
H  7.24381  -2.96619  -2.24746
H  -3.61822  2.00025  -0.98551
H  -1.15836  2.04635  -0.23180
H  -1.30897  3.83094  -0.30906
H  -0.27828  2.95163  -2.29753
H  -1.82475  3.63706  -2.74041
H  -2.02575  0.76974  -2.00040
H  -2.56522  1.53534  -3.51166
H  -0.24998  -4.28760  -2.98510
H  -1.77190  -5.53447  -1.53325
H  -3.94910  -4.55957  -0.86575
H  -4.56623  -2.30910  -1.68809
H  -3.08201  -1.05436  -3.12297
H  0.45480  -1.80775  -1.52587
H  2.85164  -1.84337  -0.99427
H  4.53001  -2.00580  -2.81605
H  3.78107  -2.15475  -5.15761
H  1.35808  -2.12333  -5.68366

Cartesian forces, eV/Å:
-0.08 -0.18 0.00
-0.01 0.30 0.18
-0.01 -0.06 0.25
-0.31 0.07 -0.17
-0.02 0.10 0.21
-0.02 0.07 0.38
0.21 -0.25 -0.09
-0.22 -0.31 -0.04
-0.01 -0.02 -0.11
0.17 -0.20 -0.13
0.00 -0.05 0.14
-0.12 -0.16 -0.27
0.16 0.07 0.20
-0.20 0.02 -0.39
-0.02 -0.06 -0.04
-0.04 -0.02 0.17
0.08 -0.08 -0.18
-0.09 -0.03 -0.05
0.08 0.16 0.04
0.05 -0.11 -0.07
0.40 0.17 -0.25
-0.29 0.11 -0.24
0.28 -0.10 0.20
-0.15 0.33 -0.16
0.29 -0.07 0.10
-0.15 -0.36 -0.38
-0.15 -0.01 -0.01
0.24 0.56 0.91
0.00 -0.32 -0.35
0.00 -0.05 -0.03
-0.20 -0.02 0.13
-0.02 0.12 -0.05
-0.03 -0.15 0.06
-0.02 0.14 0.07
-0.17 -0.02 -0.21
-0.10 -0.02 0.09
0.15 0.00 0.10
0.11 -0.01 -0.13
-0.01 -0.01 -0.02
0.08 0.03 -0.13
-0.01 -0.05 0.19
-0.08 0.07 -0.17
0.01 0.05 -0.14
0.06 0.04 0.00
-0.05 0.05 -0.03
0.12 0.08 -0.02
-0.01 -0.08 -0.07
-0.10 -0.28 -0.09
0.14 0.01 -0.03
-0.06 0.08 -0.06
0.18 -0.06 0.03
-0.01 -0.02 -0.07
-0.09 0.02 -0.03
0.13 -0.10 -0.16
-0.08 0.02 0.01
-0.11 -0.08 -0.06
0.05 0.14 0.19
0.10 0.26 -0.01
0.02 -0.05 0.00
-0.03 0.00 -0.03
-0.03 0.21 0.06
0.01 0.10 0.13
0.02 -0.06 -0.13
-0.05 0.04 -0.07
-0.06 0.10 0.25
0.04 0.04 0.08
-0.06 0.01 -0.01
-0.02 -0.07 -0.03
0.07 0.02 0.02
0.13 -0.06 0.20
-0.01 0.04 -0.02
0.00 0.00 -0.01
0.08 0.07 0.02
-0.01 0.02 0.02
0.03 -0.07 -0.01
-0.02 0.07 0.10
0.02 -0.06 -0.05
-0.02 0.05 0.03
0.04 0.00 0.05
-0.07 -0.01 0.00
-0.09 0.01 0.01
-0.10 -0.09 0.12
0.05 0.04 0.07
0.07 -0.04 0.13
0.00 0.06 -0.05
-0.14 -0.02 -0.03
0.03 -0.12 -0.04
-0.04 0.01 0.02
0.05 0.07 -0.09
0.08 -0.02 -0.02
0.00 -0.05 0.03
-0.01 0.02 0.02
0.08 -0.03 -0.06
-0.08 0.01 -0.01
-0.02 0.01 0.03
0.00 -0.01 0.09
0.02 0.02 -0.01
-0.03 -0.02 -0.02

Population analysis type Löwdin, resulting atomic charges in e:
1. C -0.11
2. C -0.25
3. C -0.16
4. C -0.34
5. C -0.05
6. N -0.09
7. C -0.21
8. C -0.19
9. C -0.24
10. C -0.20
11. C -0.20
12. C -0.20
13. C -0.21
14. C -0.22
15. C -0.21
16. C -0.21
17. C -0.18
18. C -0.23
19. O -0.19
20. C -0.12
21. C -0.25
22. C -0.16
23. C -0.24
24. C -0.45
25. S 0.90
26. C -1.08
27. S 0.73
28. N -0.09
29. C -0.23
30. C -0.03
31. C -0.09
32. C -0.10
33. C -0.07
34. C -0.04
35. C -0.30
36. C -0.04
37. C -0.07
38. C -0.09
39. C -0.08
40. C -0.02
41. C -0.71
42. O -0.05
43. O -0.05
44. H 0.06
45. H 0.06
46. H 0.06
47. H 0.09
48. H 0.11
49. H 0.10
50. H 0.09
51. H 0.12
52. H 0.07
53. H 0.06
54. H 0.07
55. H 0.11
56. H 0.11
57. H 0.10
58. H 0.11
59. H 0.12
60. H 0.10
61. H 0.10
62. H 0.11
63. H 0.10
64. H 0.09
65. H 0.11
66. H 0.10
67. H 0.10
68. H 0.10
69. H 0.12
70. H 0.10
71. H 0.10
72. H 0.10
73. H 0.12
74. H 0.11
75. H 0.11
76. H 0.10
77. H 0.12
78. H 0.11
79. H 0.08
80. H 0.09
81. H 0.08
82. H 0.12
83. H 0.09
84. H 0.12
85. H 0.08
86. H 0.12
87. H 0.06
88. H 0.07
89. H 0.12
90. H 0.10
91. H 0.10
92. H 0.11
93. H 0.08
94. H 0.12
95. H 0.09
96. H 0.09
97. H 0.10
98. H 0.12